P) 20
Properties=species:S:1:pos:R:3 method="wB97M-V/def2-TZVPD" e_lumo_ha=0.0422 orbital_gap_ev=9.20 smiles=CC(C)NC(N)N homo_ha=-0.296
C -1.823 -0.881 -0.992
C -1.068 -0.080 0.058
C -1.722 1.268 0.316
N 0.376 0.156 -0.420
C 1.404 -0.431 0.345
N 2.590 -0.490 -0.548
N 1.724 0.386 1.445
H -1.340 -1.850 -1.156
H -1.842 -0.353 -1.951
H -2.856 -1.066 -0.679
H -1.042 -0.653 0.992
H -1.742 1.876 -0.594
H -1.167 1.826 1.077
H -2.752 1.146 0.669
H 0.522 0.347 -1.405
H 1.165 -1.447 0.670
H 3.347 0.179 -0.442
H 2.745 -1.264 -1.189
H 1.356 1.329 1.512
H 2.126 -0.001 2.293

---

Q) 20
Properties=species:S:1:pos:R:3 method="wB97M-V/def2-TZVPD" e_lumo_ha=0.0387 orbital_gap_ev=10.10 smiles=CC[C@H](C)N(N)N homo_ha=-0.333
C 1.486 -1.585 0.303
C 1.520 -0.079 0.486
C 0.074 0.712 0.348
C -0.950 0.171 1.343
N -0.263 0.670 -1.047
N -0.958 -0.439 -1.520
N -1.109 1.970 -1.200
H 1.206 -1.853 -0.715
H 0.799 -2.061 1.000
H 2.477 -2.004 0.486
H 2.198 0.375 -0.235
H 1.862 0.170 1.491
H 0.324 1.747 0.580
H -0.564 0.295 2.352
H -1.149 -0.889 1.193
H -1.884 0.724 1.251
H -0.345 -1.088 -1.995
H -1.633 -0.845 -0.873
H -2.106 1.773 -1.073
H -0.986 2.236 -2.174

---

What should be chosen as the most stable of them? Choose P).

---

P) 20
Properties=species:S:1:pos:R:3 method="wB97M-V/def2-TZVPD" e_lumo_ha="0.0290 / 0.0290" orbital_gap_ev="8.02 / 8.02" homo_ha="-0.266 / -0.266"
C -0.847 0.454 0.314
C -0.071 -0.658 -0.133
C 2.214 1.021 -0.398
C -0.013 -1.948 0.647
N 1.488 0.163 0.505
N -0.869 1.649 -0.336
N -2.168 -0.868 -0.552
H 1.374 0.615 1.411
H -1.110 0.491 1.365
H 0.166 -0.710 -1.190
H -1.394 2.415 0.051
H -0.679 1.669 -1.326
H -2.618 -0.155 -1.122
H -2.801 -1.099 0.213
H 3.206 1.267 0.003
H 2.382 0.495 -1.345
H 1.733 1.991 -0.634
H -0.334 -1.798 1.679
H -0.670 -2.683 0.186
H 1.012 -2.311 0.661

---

Q) 20
Properties=species:S:1:pos:R:3 method="wB97M-V/def2-TZVPD" e_lumo_ha=0.0378 orbital_gap_ev=9.77 homo_ha=-0.321
C -0.011 0.681 -0.160
C 1.013 -0.221 -0.783
C -0.296 0.421 1.322
C -1.841 -0.925 -0.758
N -1.067 0.249 -1.097
N 0.286 2.069 -0.449
N 1.187 -1.402 -0.343
H -1.648 1.040 -1.347
H 1.270 2.258 -0.280
H -0.267 2.680 0.144
H 1.809 -1.982 -0.902
H 2.346 -1.290 1.323
H 1.545 0.227 -1.628
H 2.845 -1.175 1.971
H 0.534 0.810 1.910
H -0.380 -0.643 1.518
H -1.218 0.922 1.617
H -2.516 -0.784 0.099
H -1.150 -1.734 -0.529
H -2.440 -1.201 -1.628

---

What should be chosen as the most stable of them? Choose Q).

---

P) 20
Properties=species:S:1:pos:R:3 method="wB97M-V/def2-TZVPD" e_lumo_ha=0.0398 orbital_gap_ev=9.23 smiles=C[C@H](CN)NCN homo_ha=-0.299
C 0.694 -0.676 -1.894
C 0.182 0.445 -0.950
C 1.291 0.727 0.111
N 0.819 1.736 1.029
N -1.170 0.136 -0.498
C -1.414 -1.040 0.420
N -0.979 -0.807 1.752
H -0.012 -1.498 -1.911
H 0.980 -0.334 -2.878
H 1.471 -1.222 -1.316
H 0.143 1.307 -1.616
H 2.116 1.113 -0.502
H 1.584 -0.200 0.581
H 0.006 2.282 0.853
H 1.041 1.657 1.999
H -1.629 0.913 -0.032
H -0.894 -1.877 -0.045
H -2.491 -1.199 0.345
H -1.472 -0.149 2.323
H -0.268 -1.314 2.230

---

Q) 20
Properties=species:S:1:pos:R:3 method="wB97M-V/def2-TZVPD" e_lumo_ha=0.0382 orbital_gap_ev=9.25 smiles=CNCCC(N)N homo_ha=-0.302
C -2.898 0.060 0.431
N -2.075 0.447 -0.694
C -0.662 0.850 -0.395
C 0.148 -0.344 0.070
C 1.666 0.123 0.188
N 2.497 -0.835 0.912
N 2.178 0.366 -1.139
H -3.942 0.025 0.118
H -2.636 -0.912 0.875
H -2.809 0.819 1.211
H -2.125 -0.243 -1.438
H -0.233 1.253 -1.313
H -0.703 1.617 0.381
H -0.177 -0.694 1.051
H 0.093 -1.162 -0.653
H 1.731 1.069 0.738
H 2.248 -0.869 1.894
H 2.383 -1.768 0.526
H 2.176 -0.494 -1.678
H 3.137 0.692 -1.085

---

R) 20
Properties=species:S:1:pos:R:3 method="wB97M-V/def2-TZVPD" e_lumo_ha=0.0342 orbital_gap_ev=8.40 homo_ha=-0.274
N 1.164 0.505 -2.089
C 1.358 -0.249 -0.983
C 0.614 -1.403 -0.713
N -0.106 -2.003 -1.779
H 0.393 0.186 -2.668
H 1.240 1.508 -1.971
H 2.054 0.146 -0.251
H 1.067 -2.108 -0.012
H 0.479 -2.260 -2.570
H -0.613 -2.830 -1.482
C 0.022 0.656 2.348
N -0.373 0.588 0.957
C -1.618 1.281 0.718
H 0.172 1.693 2.687
H -0.719 0.195 3.019
H 0.972 0.130 2.487
H -0.228 -0.489 0.365
H -1.542 2.353 0.964
H -2.453 0.885 1.315
H -1.885 1.216 -0.342

---

S) 20
Properties=species:S:1:pos:R:3 method="wB97M-V/def2-TZVPD" e_lumo_ha=0.0389 orbital_gap_ev=9.19 smiles=NCCCNCN homo_ha=-0.299
N 0.715 2.080 -0.224
C 1.696 0.971 -0.197
C 1.393 -0.062 -1.279
C -0.057 -0.550 -1.248
N -0.425 -1.129 0.037
C -1.674 -0.742 0.639
N -1.580 -0.959 2.096
H 1.088 2.786 -0.855
H 0.732 2.558 0.673
H 1.757 0.501 0.778
H 2.697 1.356 -0.385
H 2.045 -0.917 -1.136
H 1.546 0.384 -2.274
H -0.702 0.308 -1.443
H -0.278 -1.268 -2.041
H 0.323 -1.104 0.712
H -2.469 -1.345 0.231
H -1.958 0.305 0.469
H -2.255 -1.652 2.387
H -1.838 -0.103 2.570

---

What should be chosen as the most stable of them? Choose Q).